Record 1
The following is a quantum chemistry calculation of 13 unconnected molecules or ions with the total composition H26O13, from OMol25.

Element x y z (Å)
O 5.90554 -0.98729 13.54555
H 5.65267 -0.07596 13.39803
H 6.71471 -0.93254 14.05394
O 7.76637 -3.07858 19.39254
H 8.19573 -2.22703 19.47474
H 8.08882 -3.43085 18.56299
O 9.46188 -4.64494 17.58933
H 10.22531 -5.09803 17.94727
H 9.02524 -5.30195 17.04718
O 7.30474 -3.34304 12.84584
H 6.96464 -3.52943 11.97073
H 7.14224 -2.40826 12.97240
O 9.85201 -3.30898 13.89699
H 9.88041 -4.20786 14.22477
H 9.02613 -3.25487 13.41613
O 6.93276 -2.88078 16.59161
H 6.21109 -3.47468 16.79824
H 7.34167 -3.26131 15.81429
O 8.26076 -0.62069 14.73209
H 8.16619 -0.79157 15.66915
H 8.72987 0.21241 14.68621
O 6.70066 -0.41154 17.57012
H 6.85276 -1.35604 17.60210
H 5.90027 -0.31469 17.05414
O 5.22173 -4.99013 17.47289
H 5.05333 -5.60633 18.18575
H 5.48589 -5.54153 16.73641
O 10.62691 -2.50738 16.42955
H 10.32921 -2.41205 15.52483
H 9.99810 -3.10984 16.82688
O 4.57941 -0.04067 15.99741
H 4.60224 0.44690 15.17400
H 4.81855 -0.93485 15.75355
O 3.19966 -3.18836 17.77110
H 3.66037 -2.94004 16.96966
H 3.55210 -4.05012 17.99332
O 4.44140 -2.70573 15.12911
H 3.85943 -3.41503 14.85628
H 4.97913 -2.52639 14.35780

The max |F| comes out at 0.0276 hartree/bohr.

---

Record 2
The following is a quantum chemistry calculation of a molecular structure, C3H2BrI, from OMol25.

Element x y z (Å)
C -1.40747 0.59540 1.50514
C -0.62636 0.17462 0.71947
C 0.95630 -0.53584 -0.90659
Br -0.08563 -0.56702 -2.40907
I 2.46530 0.95512 -0.73810
H -2.25791 0.80542 2.25356
H 0.95578 -1.42770 -0.42442

The max |F| comes out at 0.1073 hartree/bohr.

---

Record 3
The following is a quantum chemistry calculation of 17 unconnected molecules or ions with the total composition H34O17, from OMol25.

Element x y z (Å)
O -0.76659 3.87621 3.97437
H 0.01133 3.69793 4.51269
H -1.00740 2.98068 3.72106
O -1.71210 -1.84550 1.53229
H -2.12045 -1.42356 0.78033
H -1.77220 -2.79016 1.59912
O 4.93550 1.49268 0.39319
H 5.30059 1.64431 -0.47350
H 5.60050 1.49676 1.08462
O -0.97016 -5.34165 0.77812
H -1.78408 -5.02610 0.38864
H -0.43068 -5.63948 0.00021
O -0.08991 0.06694 4.27758
H 0.60696 -0.33343 3.72909
H -0.79968 -0.43778 3.86396
O 1.65190 -5.07310 1.51701
H 0.78294 -5.26275 1.87909
H 1.69343 -4.90729 0.57467
O -1.55119 1.66370 -4.56320
H -1.82017 1.12773 -5.30654
H -1.69898 2.60724 -4.63637
O -1.18785 0.02695 -0.38781
H -1.31827 0.31298 -1.29796
H -0.73933 0.75654 0.04404
O -2.44085 4.47356 -2.21834
H -1.64401 4.84488 -1.84597
H -3.32147 4.67870 -1.93637
O -0.24891 3.62054 -0.24566
H 0.49450 4.21840 -0.21842
H -0.38965 3.28909 0.64938
O -4.36561 -0.71415 -1.77417
H -4.11903 0.13022 -1.39132
H -4.14467 -1.44646 -1.19799
O 1.49183 -2.54550 2.60455
H 2.39457 -2.36260 2.88844
H 1.59407 -3.46917 2.29695
O -1.54051 -2.90460 -1.99316
H -0.76029 -2.96352 -2.55033
H -1.83896 -1.99505 -2.11703
O 0.29289 -4.99439 -1.39915
H -0.21649 -4.17065 -1.38745
H 0.21272 -5.44623 -2.23824
O 0.43892 1.69340 1.74979
H 0.10171 1.40097 2.60672
H 1.36493 1.83900 1.96098
O 1.64347 2.84420 -4.73013
H 1.87081 2.11178 -5.30983
H 1.08833 2.42195 -4.07542
O 3.80670 4.29369 1.21845
H 3.12056 3.94408 1.78809
H 4.30032 3.53802 0.88095

The max |F| comes out at 0.0472 hartree/bohr.

---

Record 4
The following is a quantum chemistry calculation of a molecular structure, C24H15Br4IInN4O8, from OMol25.

Element x y z (Å)
In -0.85034 -0.33468 -1.06485
Br -6.12660 2.08072 -4.78058
C -4.55561 1.15044 -4.29065
C -4.08685 0.09031 -5.05144
Br -5.04972 -0.49724 -6.56744
C -2.90303 -0.56926 -4.68538
Br -2.21852 -2.03434 -5.65470
C -2.15793 -0.14784 -3.58857
O -1.07404 -0.73436 -3.16622
C -2.65726 0.93728 -2.80198
O -1.88997 1.30057 -1.78501
C -3.84335 1.55052 -3.14802
Br -4.40893 2.98381 -2.04904
C -3.32301 -2.42278 -1.19880
C -2.01540 -3.11869 -0.98840
C -1.76615 -4.46409 -0.99871
C -0.38650 -4.61899 -0.70619
C 0.14126 -3.36572 -0.52067
C 1.55197 -3.09155 -0.10427
N -0.85862 -2.42495 -0.69944
H -4.09117 -3.14264 -1.47546
H -3.27644 -1.67835 -2.00166
H -3.65803 -1.91117 -0.28929
H -2.49008 -5.23506 -1.21205
H 0.16411 -5.54109 -0.59534
H 2.09814 -4.03439 -0.11920
H 1.60987 -2.69414 0.91542
H 2.06707 -2.38576 -0.75547
I 4.08062 4.38247 0.29128
C 2.04237 3.95513 0.19996
C 1.12317 4.70406 0.91705
C -0.20916 4.33413 0.84991
C -0.56187 3.22967 0.08724
N 0.32188 2.51747 -0.60548
C 1.59906 2.88222 -0.56015
H 1.43958 5.55185 1.50979
H -0.96650 4.88827 1.38751
H -1.59052 2.89752 0.01518
H 2.29392 2.28184 -1.13620
O 1.22846 -0.12609 -0.22147
C 0.74795 0.07365 0.92273
O -0.48579 0.19472 1.12669
C 1.69000 0.17889 2.08287
C 3.03104 0.46170 1.85819
C 3.89598 0.46862 2.93668
C 3.48598 0.18054 4.22330
C 2.14594 -0.09850 4.40391
C 1.23461 -0.09709 3.36422
N 1.67866 -0.42505 5.76578
O 0.53366 -0.80344 5.88852
O 2.47294 -0.29332 6.67576
N 5.32555 0.75866 2.70821
O 5.65661 1.09384 1.59156
O 6.07828 0.63968 3.65523
H 3.39326 0.65546 0.85898
H 4.18102 0.16833 5.04752
H 0.18848 -0.30181 3.53866

The max |F| comes out at 0.0208 hartree/bohr. As for the charge: -1.

---

Record 5
The following is a quantum chemistry calculation of 2 unconnected molecules or ions with the total composition C4H2ClF, from OMol25.

Element x y z (Å)
C 1.48246 -0.53184 -0.05383
C 0.35545 0.29009 -0.25571
C -0.96510 -0.09392 -0.12912
C -2.14124 -0.20109 -0.09157
H 1.66730 -1.57994 -0.16490
H -3.35853 -0.17787 0.72329
F 2.68074 0.22085 0.03441
Cl 0.27892 2.07371 -0.06256

The max |F| comes out at 0.1654 hartree/bohr.

---

Record 6
The following is a quantum chemistry calculation of a molecular structure, C3H5NO3S, from OMol25.

Element x y z (Å)
C 0.77177 -0.84079 0.01706
C -0.55058 -1.72491 0.07576
C 0.98484 1.59716 -0.00639
N 0.29891 0.41806 0.16547
O 1.83343 -1.33646 -0.17613
O -2.00676 0.48312 1.22981
O -1.82819 0.46720 -1.24161
S -1.35295 0.00126 0.03888
H -0.84070 -2.23577 -0.74952
H -0.93069 -2.35351 0.86176
H 2.11661 1.24132 -0.08212
H 0.78967 1.97143 -1.01557
H 0.71464 2.31188 0.88260

The max |F| comes out at 0.0872 hartree/bohr.

---

We obtain gap between HOMO and LUMO values of 9.570 8.395 10.728 5.391 9.145 11.111 eV for the records listed above, in that order.
We obtain energy above the lowest of the compared OMol25 structures with the same formula, charge and spin values of 42.6 87.3 68.4 19.3 62.6 53.4 kcal per mole for the records listed above, in that order.
We obtain LUMO values of -0.48 -1.25 -0.09 0.59 -0.33 0.50 eV for the records listed above, in that order.